(1)
Computed, not measured: a 5-piece molecular cluster, CH13N3O4 overall at a distorted geometry, with wB97M-V/def2-TZVPD.

```
21
Properties=species:S:1:pos:R:3:nbo_charge:R:1
O -2.11937 -1.60130 -1.51463 -0.954
O -2.57276 0.39903 1.55948 -0.975
H -0.33126 0.69845 -1.59996 0.494
H 3.08598 2.00071 0.94965 0.375
H -0.35912 1.62896 0.75289 0.381
N 2.18293 1.88685 1.38982 -0.875
H -2.15683 -0.02040 0.80100 0.489
H 1.80779 -0.83468 -0.39281 0.426
H 3.12774 -0.32091 0.58927 0.389
N 2.21635 -0.13885 0.21222 -0.819
N 0.26634 0.99834 0.27267 -0.837
O -0.57664 0.54592 -2.53107 -0.987
O -0.10616 -2.35625 0.20213 -0.987
H -1.57685 -2.07768 -2.15124 0.477
H -0.05305 -1.75414 0.95851 0.474
H -0.57514 1.42651 -2.92074 0.475
H -1.03532 -2.37729 -0.11540 0.495
H -1.59016 -0.79268 -1.41129 0.489
H 2.28307 1.77222 2.38539 0.389
H -3.38640 0.01866 1.88692 0.485
C 1.46887 0.89856 0.67719 0.594
```

Output
HOMO level: -9.4800 eV
multiplicity: 1
SMILES string: N=C(N)N.O.O.O.O
frontier orbital gap: 10.0147 eV
energy relative to the best compared isomer or geometry (same formula, charge and spin): 15.8 kcal/mol
LUMO level: 0.535 eV
net charge: 0

***

(2)
Computed, not measured: an isolated ion of composition C3H8N3OS and charge +1 at a distorted geometry, with wB97M-V/def2-TZVPD.

```
16
Properties=species:S:1:pos:R:3:nbo_charge:R:1
C 0.84091 -0.66142 1.58982 -0.303
N -0.78142 -1.06180 -0.97435 0.074
C 1.19892 0.18593 -0.39926 0.742
H 2.48772 1.66703 -0.93990 0.424
H 1.51861 1.27413 -2.19723 0.431
S -1.53324 1.37411 0.01185 -0.029
H 0.48743 -1.58925 1.11694 0.194
C -1.86715 -0.32355 -0.52788 -0.450
O 1.73374 0.04414 0.76725 -0.392
H 1.20123 -1.09956 2.47897 0.247
N 1.83406 0.99794 -1.29143 -0.746
H -2.52336 -0.28341 -1.45115 0.294
H -2.52624 1.09266 0.98143 0.195
N 0.34047 -0.61520 -1.03401 -0.163
H -2.31428 -1.01215 0.14412 0.274
H -0.09740 0.01040 1.72483 0.207
```

Output
HOMO level: -14.0627 eV
multiplicity: 1
SMILES string: COC(=[NH2+])/N=N\CS
frontier orbital gap: 8.8317 eV
energy relative to the best compared isomer or geometry (same formula, charge and spin): 72.9 kcal/mol
LUMO level: -5.231 eV
net charge: +1